{
  "formula": "C48H96O32",
  "method": "ωB97M-V/def2-TZVPD",
  "elements": ["O", "O", "O", "O", "O", "O", "O", "O", "O", "O", "O", "O", "O", "O", "O", "O", "O", "O", "O", "O", "O", "O", "O", "O", "O", "O", "O", "O", "O", "O", "O", "O", "C", "C", "C", "C", "C", "C", "C", "C", "C", "C", "C", "C", "C", "C", "C", "C", "C", "C", "C", "C", "C", "C", "C", "C", "C", "C", "C", "C", "C", "C", "C", "C", "C", "C", "C", "C", "C", "C", "C", "C", "C", "C", "C", "C", "C", "C", "C", "C", "H", "H", "H", "H", "H", "H", "H", "H", "H", "H", "H", "H", "H", "H", "H", "H", "H", "H", "H", "H", "H", "H", "H", "H", "H", "H", "H", "H", "H", "H", "H", "H", "H", "H", "H", "H", "H", "H", "H", "H", "H", "H", "H", "H", "H", "H", "H", "H", "H", "H", "H", "H", "H", "H", "H", "H", "H", "H", "H", "H", "H", "H", "H", "H", "H", "H", "H", "H", "H", "H", "H", "H", "H", "H", "H", "H", "H", "H", "H", "H", "H", "H", "H", "H", "H", "H", "H", "H", "H", "H", "H", "H", "H", "H", "H", "H"],
  "xyz": [[0.497352, 15.341800, 2.024731], [1.332531, 13.255170, 1.744130], [12.312785, 21.190311, 4.930794], [5.424184, 22.632196, 1.774991], [3.482840, 16.826612, -4.178752], [3.227711, 17.794111, -6.215087], [0.996152, 24.233905, -3.699491], [6.375760, 23.473157, -0.083450], [1.871298, 16.250118, -5.647847], [6.200878, 15.422311, 0.755099], [1.323642, 21.316726, 1.102319], [-0.604678, 18.173929, -2.348634], [-2.135818, 19.667438, -1.535956], [-0.741560, 21.243128, 1.557012], [7.216179, 19.032521, -5.397512], [4.172662, 20.484635, -2.346434], [5.964543, 15.570537, -7.048218], [4.957361, 18.506044, -1.645819], [5.849417, 15.497197, -9.154112], [8.796602, 15.476021, -3.328912], [4.745894, 15.427035, -0.964880], [5.873042, 24.821658, 1.505281], [0.111516, 23.198232, 0.786104], [9.316924, 19.160880, -6.201648], [0.444469, 25.323332, -5.579828], [4.266486, 16.542227, 0.825444], [10.732611, 15.347266, -2.175164], [8.274470, 17.212020, -5.744318], [10.170115, 20.872909, 4.276956], [5.028741, 13.738329, -7.925507], [0.897368, 26.407648, -3.671660], [9.936457, 13.537838, -2.996418], [5.731854, 15.152960, -5.719215], [4.435180, 18.528347, -6.182853], [8.336338, 18.529213, -5.909060], [2.950806, 16.910488, -5.260644], [12.018541, 17.129864, -1.237753], [4.413767, 16.797507, 2.203231], [6.299618, 18.673842, -2.086799], [7.252650, 18.464824, -0.882797], [0.936326, 22.990689, -4.378182], [0.611901, 27.681943, -4.209119], [4.703963, 13.831577, -2.780544], [9.355353, 20.326341, 2.075115], [5.392965, 25.201276, 2.797350], [10.504556, 20.824827, 2.892947], [9.465061, 16.442201, -7.735229], [-1.440747, 18.498722, -1.545675], [5.835444, 23.566502, 1.130870], [0.947374, 14.095374, -5.894297], [10.642299, 16.699179, -1.700206], [1.561322, 13.023641, 3.136391], [1.479148, 21.904103, -3.447353], [0.914000, 14.442507, 1.332346], [11.154529, 21.039436, 5.183348], [-1.669166, 17.674421, -0.299781], [9.339309, 16.410989, -6.231330], [8.833107, 12.756187, -3.505393], [-2.921243, 20.486410, 1.697457], [1.419557, 15.139523, -4.885938], [2.639755, 18.886818, -1.477891], [6.537505, 25.897909, 3.491863], [3.018192, 13.423830, 3.374042], [2.540485, 21.792599, 0.517175], [4.018013, 19.380068, -1.860730], [6.571869, 22.183649, -0.665161], [5.189009, 15.802120, 0.219508], [7.208619, 20.406860, -5.010785], [-2.690026, 20.354241, -3.874047], [0.232494, 22.051335, 1.138304], [5.435198, 14.983803, -10.423642], [0.734673, 25.333176, -4.420479], [3.985794, 14.552664, -10.598058], [5.546253, 14.679829, -1.837354], [10.607670, 21.145045, 6.593723], [9.741539, 14.858646, -2.891668], [-2.082562, 21.761982, 1.616722], [1.024619, 14.689667, -0.160844], [5.575183, 14.798732, -8.051681], [-1.905137, 20.620439, -2.572730], [4.615177, 25.952568, 2.673617], [4.302033, 14.454511, -3.577886], [5.222630, 17.873122, -6.557543], [3.334798, 15.342269, -10.213682], [9.024194, 15.382993, -6.036974], [11.892145, 18.080621, -0.715646], [1.027621, 28.345208, -3.449052], [7.421770, 17.404339, -0.711706], [6.012445, 15.938340, -5.022297], [3.514319, 17.337973, 2.500638], [4.289335, 15.867686, 2.761124], [7.971341, 12.745791, -2.850170], [11.290675, 20.064845, 2.820864], [-2.509390, 21.143495, -4.604610], [-2.274621, 22.428256, 0.772988], [8.921345, 19.359659, 2.318572], [10.843546, 21.770167, 2.469058], [9.737675, 20.330870, 1.051773], [0.200097, 14.473333, -6.602579], [6.549748, 19.692687, -2.372298], [-2.983404, 19.975020, 0.739088], [6.255481, 14.005919, -1.349806], [-2.273668, 21.566863, -2.181310], [8.661077, 13.156612, -4.506224], [2.456238, 17.868666, -1.816960], [9.878100, 17.363626, -8.143052], [6.227570, 20.449396, -4.536740], [-0.867524, 20.814454, -2.835344], [4.688536, 14.860375, -5.618136], [9.222769, 11.767085, -3.732791], [8.473593, 16.279424, -8.164878], [0.625032, 15.462387, -4.213726], [10.281066, 16.481778, -5.686736], [-2.304415, 22.451435, 2.435562], [1.185391, 27.786408, -5.132252], [-0.099722, 22.706746, -4.582054], [0.912216, 15.745425, -0.389600], [5.139619, 24.361652, 3.440505], [10.377143, 22.184529, 6.817238], [2.189554, 14.650852, -4.289190], [1.498680, 23.035700, -5.309756], [7.335055, 25.241742, 3.835551], [6.113233, 26.408764, 4.365310], [5.863912, 22.098642, -1.485654], [3.753841, 13.153117, 2.622987], [-1.620695, 18.369020, 0.536869], [5.325139, 17.324898, 2.473527], [6.165286, 15.347291, -2.445868], [8.581523, 21.098368, 2.145623], [10.147027, 17.351546, -2.422000], [5.416231, 13.163768, -3.269478], [7.624753, 22.196148, -0.956500], [-3.953802, 20.822340, 1.825363], [-2.500586, 19.838639, 2.459665], [5.664475, 15.643213, -11.257957], [3.319537, 21.089006, 0.795208], [6.594008, 17.927717, -2.821706], [3.888044, 13.285404, -2.311391], [6.491498, 21.384396, 0.072689], [4.722318, 18.860705, -5.186434], [-0.448562, 27.910959, -4.310995], [-3.737748, 20.319593, -3.572245], [2.727945, 22.742521, 1.019270], [-2.471095, 19.441400, -4.428361], [12.657763, 17.302113, -2.102433], [6.685314, 18.880381, -0.042664], [1.718860, 13.809667, -6.612247], [3.760808, 13.541131, -10.279119], [-2.678891, 17.252844, -0.327688], [8.126388, 19.112588, -0.923486], [0.197983, 14.232432, -0.712634], [11.435868, 20.859134, 7.238579], [6.388979, 14.313362, -5.473223], [1.953696, 14.289603, -0.565622], [1.912598, 19.611755, -1.830892], [0.882328, 21.856293, -2.537582], [9.912872, 16.727171, -0.883964], [7.441341, 21.077481, -5.832000], [4.401974, 19.389592, -6.845449], [12.481549, 16.436568, -0.540541], [7.889995, 20.570175, -4.170246], [6.946017, 26.742392, 2.934193], [1.390907, 20.927495, -3.928608], [3.738932, 14.635698, -11.660761], [0.870927, 13.541605, 3.798025], [10.033524, 15.582335, -8.095170], [1.511771, 11.953014, 3.335553], [6.121530, 14.145538, -10.579555], [3.015508, 14.508293, 3.502646], [-1.043096, 16.802006, -0.151231], [3.330481, 13.043404, 4.351390], [9.759054, 20.475473, 6.703619], [2.538433, 22.058920, -3.256811], [2.507077, 18.822590, -0.393820], [2.368197, 21.824336, -0.557456], [0.441105, 13.233968, -5.459511]],
  "atomic_forces_ev_per_a": [[0.1, -0.6, 0.8], [-0.5, -0.6, -0.4], [0.5, -0.2, -0.6], [-0.1, 0.0, 0.2], [0.4, -0.3, -0.3], [-0.6, 0.0, -0.5], [0.1, 0.8, 0.6], [0.0, 0.6, 0.2], [0.2, -0.2, -0.4], [0.4, 0.2, -0.3], [0.2, -1.3, 0.5], [-0.3, 0.6, -0.7], [0.4, -0.7, -0.2], [-0.2, 0.6, 0.5], [-0.2, -0.2, -0.5], [0.6, -0.3, 0.0], [0.7, 1.1, 0.1], [1.0, -1.4, 0.1], [-0.4, 0.6, -0.4], [0.2, -0.2, 0.1], [-1.0, 0.6, 0.0], [-0.3, 0.6, -0.3], [0.0, 0.0, 0.2], [-0.1, 0.1, -0.7], [-0.4, 0.2, -0.8], [-0.5, 0.3, -1.1], [0.6, 0.1, 0.0], [-0.3, -0.1, -0.3], [-0.5, 0.4, 0.3], [0.1, -0.4, -0.5], [-0.2, -0.6, 1.2], [-0.2, -0.4, 0.4], [0.2, -0.9, 0.3], [1.2, -0.4, 0.3], [1.1, 0.0, 1.9], [-0.3, 1.1, 0.9], [-0.5, 0.6, -0.3], [-0.8, -0.4, 0.9], [1.9, 0.5, 1.1], [-1.6, 0.3, 0.3], [-0.2, -1.3, 0.2], [0.9, 0.5, 0.1], [0.3, 0.7, -0.4], [-0.6, 1.1, -0.3], [1.2, 0.5, 0.6], [1.0, -1.7, 0.1], [-0.2, 0.1, -0.6], [1.2, -0.5, 0.7], [0.1, -1.2, -0.1], [-0.9, 0.4, -1.0], [-0.7, 0.1, 0.5], [1.6, -0.4, 0.0], [0.1, 0.4, -0.6], [-0.3, 1.7, -0.8], [-0.7, 0.8, 0.5], [-1.3, 0.3, 0.1], [0.1, -1.6, -0.7], [1.2, 0.6, -1.5], [-0.6, 1.3, -0.9], [-0.4, -1.2, -0.2], [0.2, -0.1, 0.6], [-0.1, 1.1, 0.8], [-0.5, 1.0, 1.5], [-0.8, 0.6, 0.6], [-1.7, 1.1, -0.5], [0.5, 0.2, 0.4], [0.2, -0.9, 1.1], [-0.2, -0.6, 0.9], [-0.2, -0.3, 0.6], [0.0, 0.2, -0.7], [0.5, -2.0, -0.6], [0.3, -0.7, -0.1], [-0.1, 0.9, -0.5], [1.0, -0.9, -0.9], [0.6, -0.5, -0.5], [-0.9, -0.2, 0.2], [-0.2, -0.4, -0.4], [-0.2, -0.7, -0.3], [-0.5, 0.5, 0.4], [-0.2, 0.6, -1.5], [-0.4, -0.5, -0.2], [-0.3, 0.0, 0.2], [0.1, 0.1, 0.1], [-0.1, -0.4, 0.7], [-0.3, 0.2, 0.4], [0.1, 0.0, 0.0], [-0.1, 0.2, -0.2], [0.5, 0.1, 0.2], [-0.2, 0.4, -0.4], [0.2, 0.5, -0.3], [0.7, -0.1, -0.1], [0.0, 0.1, 0.0], [0.4, 0.5, -0.2], [-0.2, 0.3, 0.3], [0.0, -0.6, -0.5], [0.3, 0.0, 0.2], [0.1, 0.1, 0.5], [-0.3, -0.2, -0.1], [-0.2, 0.5, 0.4], [-0.8, 0.0, -0.7], [0.5, 0.0, 0.0], [-0.2, 0.3, 0.7], [-0.1, -0.1, 0.3], [-0.9, 0.1, 0.2], [0.0, 0.1, -0.4], [0.1, 0.0, 0.1], [-0.2, 0.9, -0.6], [0.3, -0.7, 0.5], [0.1, 0.0, 0.2], [0.1, -0.1, 0.7], [-0.1, 0.2, 0.1], [0.0, 0.1, 0.0], [-0.1, 0.9, 0.1], [0.7, -0.4, 0.6], [-0.4, 0.3, -0.1], [-0.1, 0.5, -0.3], [0.4, 0.1, 0.3], [-0.6, -0.2, -0.6], [-0.3, 0.0, -0.1], [0.3, 0.6, 0.1], [-0.1, 0.1, 0.0], [0.0, -0.1, -0.2], [0.1, -0.3, 0.2], [0.2, -0.4, 0.0], [-0.3, -0.3, -0.2], [0.1, -0.3, 0.2], [0.0, -0.1, -0.2], [-0.1, 0.2, 0.1], [-0.3, -0.3, -0.2], [0.6, -0.1, -0.5], [-0.2, -0.3, 0.1], [-0.2, -0.1, -0.5], [0.0, -0.4, 0.8], [-0.4, 0.0, 0.2], [0.3, 0.9, 0.8], [-0.1, -0.1, -0.1], [-0.7, 0.2, -0.5], [0.2, -0.1, 0.2], [-0.5, 0.1, 0.0], [-0.3, -0.1, 0.1], [0.0, -0.4, -0.2], [-0.2, 0.1, -0.4], [0.4, 0.2, -0.7], [0.3, -0.2, 0.5], [0.2, -0.1, 0.1], [0.1, -0.3, 0.3], [0.4, -0.3, 0.6], [-0.1, 0.2, 0.4], [-0.2, 0.3, 0.1], [0.4, -0.5, -0.4], [0.0, -0.4, 0.2], [-0.2, -0.1, 0.2], [-0.2, -0.2, -0.1], [0.0, 0.1, 0.0], [-0.1, -0.2, -0.2], [0.3, 0.2, 0.2], [0.2, -0.3, 0.3], [-0.3, 0.1, 0.0], [-0.6, -0.1, 0.0], [-0.1, -0.2, -0.1], [0.4, 0.0, -0.3], [0.1, -0.3, -0.4], [0.0, 0.0, -0.1], [0.3, -0.3, -0.1], [0.0, 0.2, -0.3], [0.3, 0.1, 0.2], [-0.5, 0.0, -0.5], [-0.3, -0.3, -0.2], [0.2, 0.0, -0.2], [0.6, 0.4, -0.4], [0.1, -0.1, -0.1], [-0.1, 0.2, 0.2], [-0.1, 0.0, 0.4], [0.3, 0.1, 0.1], [0.5, 0.4, 0.0], [0.5, -0.1, 0.3]],
  "lowdin_charge": [0.090, -0.002, 0.111, 0.099, 0.118, 0.023, 0.044, 0.005, 0.048, 0.121, -0.007, 0.100, -0.021, 0.022, -0.043, 0.060, -0.015, 0.018, 0.034, 0.105, 0.049, 0.050, 0.129, 0.142, 0.134, -0.007, 0.049, 0.023, -0.010, 0.143, 0.004, 0.002, -0.043, -0.028, -0.592, -0.597, -0.052, -0.037, -0.180, -0.039, -0.210, -0.042, -0.043, -0.076, -0.198, -0.242, -0.056, -0.503, -0.611, -0.062, -0.210, -0.196, -0.071, -0.540, -0.546, 0.038, -0.226, -0.012, -0.058, -0.198, 0.042, -0.078, -0.061, -0.007, -0.536, -0.029, -0.618, -0.025, -0.056, -0.617, -0.206, -0.613, -0.070, -0.215, 0.021, -0.598, -0.199, 0.029, -0.602, -0.212, 0.128, 0.030, 0.082, 0.088, 0.107, 0.075, 0.095, 0.063, 0.093, 0.103, 0.069, 0.086, 0.125, 0.072, 0.118, 0.083, 0.132, 0.075, 0.076, 0.089, 0.044, 0.120, 0.123, 0.083, 0.083, 0.078, 0.079, 0.083, 0.085, 0.095, 0.072, 0.128, 0.130, 0.122, 0.099, 0.117, 0.068, 0.124, 0.089, 0.104, 0.128, 0.079, 0.080, 0.085, 0.086, 0.070, 0.100, 0.113, 0.076, 0.120, 0.075, 0.097, 0.081, 0.086, 0.119, 0.091, 0.122, 0.083, 0.081, 0.079, 0.099, 0.075, 0.098, 0.074, 0.081, 0.079, 0.076, 0.073, 0.097, 0.069, 0.091, 0.085, 0.099, 0.074, 0.065, 0.060, 0.119, 0.104, 0.105, 0.082, 0.097, 0.080, 0.086, 0.075, 0.122, 0.083, 0.118, 0.125, 0.055, 0.062, 0.081, 0.083, 0.066, 0.091, 0.084, 0.077],
  "smiles": "CCOC(=O)OC.CCOC(=O)OC.CCOC(=O)OC.CCOC(=O)OC.CCOC(=O)OC.CCOC(=O)OC.CCOC(=O)OC.CCOC(=O)OC.CCOC(C)=O.CCOC(C)=O.CCOC(C)=O.CCOC(C)=O",
  "gap_ev": 10.66,
  "energy_ev": -116853.296,
  "relative_energy_kj_mol": 21.20
}